The following is a quantum chemistry calculation of one molecule with the formula C20H38N4O2, from the OMol25 dataset.

Values from the calculation:
Kohn-Sham gap: 9.41 eV
Structure (SMILES): O=C(NCCCCCCNC(=O)N1CCCCCC1)N1CCCCCC1
Lowest unoccupied orbital energy: 0.86 eV
Highest occupied orbital energy: -8.5 eV
DFT total energy: -1154.4582 Eh
Spin multiplicity: 1

Element x y z (Å)
O 1.430 0.113 -2.517
C 1.551 0.630 -1.415
N 0.882 1.778 -1.091
C 0.203 2.545 -2.108
C -1.175 3.037 -1.662
C -1.114 3.982 -0.454
C -1.334 3.250 0.872
C -2.816 2.962 1.146
C -3.022 1.604 1.823
N -2.847 0.504 0.902
C -1.670 -0.191 0.826
O -0.792 -0.048 1.668
N -1.545 -1.065 -0.212
C -2.556 -1.294 -1.214
C -3.711 -2.154 -0.686
C -3.308 -3.611 -0.467
C -2.064 -3.786 0.407
C -0.767 -3.430 -0.323
C -0.394 -1.944 -0.233
N 2.339 0.092 -0.437
C 3.094 -1.094 -0.776
C 4.609 -0.878 -0.718
C 5.194 -1.078 0.676
C 4.671 -0.075 1.700
C 3.162 -0.168 1.931
C 2.320 0.608 0.923
H 1.127 2.271 -0.251
H 0.815 3.411 -2.401
H 0.107 1.885 -2.973
H -1.627 3.548 -2.514
H -1.795 2.173 -1.421
H -0.144 4.483 -0.443
H -1.873 4.762 -0.553
H -0.928 3.844 1.693
H -0.791 2.305 0.854
H -3.241 3.744 1.777
H -3.375 2.965 0.206
H -2.298 1.465 2.628
H -4.034 1.542 2.238
H -3.464 0.507 0.108
H -2.939 -0.337 -1.592
H -2.074 -1.792 -2.057
H -4.058 -1.735 0.261
H -4.540 -2.116 -1.397
H -3.129 -4.087 -1.434
H -4.148 -4.130 0.002
H -2.015 -4.833 0.715
H -2.156 -3.180 1.311
H -0.855 -3.733 -1.369
H 0.060 -4.000 0.104
H 0.248 -1.677 -1.078
H 0.146 -1.748 0.695
H 2.807 -1.934 -0.136
H 2.805 -1.334 -1.802
H 5.084 -1.588 -1.398
H 4.835 0.128 -1.077
H 4.964 -2.090 1.018
H 6.282 -0.989 0.620
H 4.926 0.938 1.381
H 5.182 -0.258 2.648
H 2.930 0.265 2.906
H 2.852 -1.212 1.964
H 1.284 0.601 1.286
H 2.688 1.646 0.922

Forces on the atoms, in the same order (eV/Å):
-0.0925 -0.0982 -0.4596
0.0526 -0.0376 0.0952
-0.0638 0.2480 0.2795
-0.3190 -0.0279 -0.3035
0.3178 0.2013 -0.0398
-0.0862 -0.1505 0.0644
-0.1151 0.1673 -0.1247
0.2116 -0.2768 0.1907
-0.1404 0.2898 0.1270
-0.1695 0.0878 -0.2404
-0.1354 -0.0395 -0.1228
0.2028 0.0609 0.4194
0.1776 -0.0726 -0.0844
-0.5196 0.1079 0.0951
0.1409 -0.1635 -0.2153
-0.0730 0.1928 0.2476
0.0485 -0.2142 -0.2245
-0.0834 0.1474 0.1712
0.4107 -0.1244 0.0136
0.0413 -0.1398 0.1126
0.1998 -0.0288 -0.4361
-0.0516 -0.3056 0.2105
0.0838 0.3376 -0.1323
-0.0087 -0.3493 0.0759
0.0948 0.3180 -0.1816
-0.2705 0.1447 0.3486
0.0823 -0.1263 0.0656
-0.0678 -0.0953 -0.0307
0.0598 0.1679 0.0922
-0.0403 -0.0438 -0.0353
-0.1208 -0.1100 -0.0315
0.0371 0.1204 -0.0460
0.0503 0.0855 0.0171
0.0341 -0.0617 0.0697
0.0693 -0.0285 0.0680
-0.0612 0.0693 -0.0428
-0.0851 0.0380 -0.0327
-0.1424 0.0094 -0.0102
0.1255 -0.0021 0.0442
0.0481 -0.1157 0.0037
0.0924 -0.0684 -0.0668
-0.0200 0.0978 -0.0480
-0.0573 0.0445 -0.0305
-0.0673 0.0516 0.0142
-0.0186 -0.0708 -0.0330
-0.0166 -0.0433 -0.0708
0.0014 0.0315 0.0677
-0.0160 -0.0301 0.1368
0.0355 -0.0717 -0.0376
0.0550 -0.0072 -0.0842
0.0458 -0.0009 0.0810
0.0022 -0.0513 -0.1791
-0.0180 -0.0343 -0.0260
0.0195 -0.0525 0.2575
0.0211 0.0159 -0.0608
0.0147 0.0295 -0.0952
0.0303 -0.0716 0.0255
0.0213 -0.0887 0.0359
0.0413 0.0946 0.0353
0.0253 0.0809 0.0012
-0.0796 -0.0456 -0.0287
-0.0736 -0.0796 0.0820
0.1386 0.1195 -0.0607
-0.0199 -0.0322 0.0665

Computed natural (NBO) charges, given in elementary charges: atom 1 (O): -0.70, atom 2 (C): 0.80, atom 3 (N): -0.65, atom 4 (C): -0.22, atom 5 (C): -0.39, atom 6 (C): -0.41, atom 7 (C): -0.41, atom 8 (C): -0.41, atom 9 (C): -0.22, atom 10 (N): -0.65, atom 11 (C): 0.80, atom 12 (O): -0.71, atom 13 (N): -0.46, atom 14 (C): -0.22, atom 15 (C): -0.41, atom 16 (C): -0.39, atom 17 (C): -0.41, atom 18 (C): -0.42, atom 19 (C): -0.22, atom 20 (N): -0.46, atom 21 (C): -0.23, atom 22 (C): -0.41, atom 23 (C): -0.39, atom 24 (C): -0.40, atom 25 (C): -0.41, atom 26 (C): -0.24, atom 27 (H): 0.39, atom 28 (H): 0.17, atom 29 (H): 0.24, atom 30 (H): 0.21, atom 31 (H): 0.19, atom 32 (H): 0.20, atom 33 (H): 0.20, atom 34 (H): 0.20, atom 35 (H): 0.22, atom 36 (H): 0.21, atom 37 (H): 0.19, atom 38 (H): 0.23, atom 39 (H): 0.19, atom 40 (H): 0.39, atom 41 (H): 0.19, atom 42 (H): 0.22, atom 43 (H): 0.21, atom 44 (H): 0.21, atom 45 (H): 0.19, atom 46 (H): 0.21, atom 47 (H): 0.21, atom 48 (H): 0.21, atom 49 (H): 0.19, atom 50 (H): 0.22, atom 51 (H): 0.21, atom 52 (H): 0.24, atom 53 (H): 0.18, atom 54 (H): 0.26, atom 55 (H): 0.21, atom 56 (H): 0.20, atom 57 (H): 0.19, atom 58 (H): 0.21, atom 59 (H): 0.19, atom 60 (H): 0.21, atom 61 (H): 0.22, atom 62 (H): 0.20, atom 63 (H): 0.25, atom 64 (H): 0.17


The following is a quantum chemistry calculation of C20H39BBr2O8 as an isolated structure, from the OMol25 dataset.

Values from the calculation:
Kohn-Sham gap: 9.98 eV
Lowest unoccupied orbital energy: -0.04 eV
Highest occupied orbital energy: -10.0 eV
DFT total energy: -6560.2646 Eh
Spin multiplicity: 1

Element x y z (Å)
C -5.693 -2.093 -0.345
C -5.385 -1.719 -1.795
C -4.274 -2.552 -2.390
O -4.180 -3.729 -2.248
O -3.386 -1.846 -3.161
C -2.439 -1.086 -2.389
C -1.191 -1.912 -2.093
B -0.171 -1.268 -1.096
C 0.297 0.236 -1.268
Br -0.971 1.140 -0.099
C 1.733 0.567 -0.922
C 2.218 0.174 0.454
Br 2.077 2.494 -1.193
H -4.776 -2.284 0.214
H -6.297 -2.998 -0.292
H -6.229 -1.285 0.151
H -6.262 -1.912 -2.419
H -5.149 -0.661 -1.901
H -2.213 -0.200 -2.983
H -2.914 -0.742 -1.465
H -1.504 -2.894 -1.734
H -0.679 -2.081 -3.050
H 0.284 -1.908 -0.201
H 0.085 0.592 -2.276
H 2.340 0.120 -1.710
H 3.304 0.210 0.503
H 1.912 -0.843 0.688
H 1.835 0.861 1.209
O 2.312 -2.298 -5.668
C 2.599 -1.134 -5.614
O 1.802 -0.313 -4.892
C 2.114 1.067 -4.649
C 1.673 1.971 -5.778
C 3.772 -0.560 -6.373
H 3.171 1.189 -4.412
H 1.563 1.298 -3.742
H 2.207 1.754 -6.703
H 1.859 3.012 -5.511
H 0.606 1.846 -5.964
H 3.442 -0.349 -7.390
H 4.542 -1.324 -6.418
H 4.187 0.349 -5.948
O 2.232 3.830 2.839
C 1.129 4.239 3.072
O 0.997 5.234 3.982
C -0.253 5.881 4.245
C -1.100 5.112 5.237
C -0.100 3.634 2.436
H -0.789 6.074 3.315
H 0.032 6.847 4.658
H -1.387 4.135 4.848
H -2.010 5.670 5.463
H -0.547 4.961 6.164
H -0.374 2.745 3.004
H 0.157 3.329 1.425
H -0.960 4.297 2.395
O 2.210 -2.818 1.789
C 1.552 -2.924 2.789
O 2.028 -2.375 3.925
C 1.274 -2.333 5.143
C 1.391 -3.618 5.934
C 0.252 -3.693 2.806
H 0.235 -2.071 4.940
H 1.713 -1.503 5.695
H 0.968 -4.464 5.392
H 0.862 -3.522 6.882
H 2.438 -3.836 6.142
H 0.489 -4.749 2.944
H -0.213 -3.577 1.830
H -0.446 -3.391 3.580

Forces on the atoms, in the same order (eV/Å):
0.0451 -0.0531 0.0006
-0.0645 0.0412 0.0544
-0.0062 0.5412 0.0459
0.0106 -0.5466 -0.0128
0.1004 -0.1002 -0.0666
-0.0905 0.0975 -0.0850
-0.2393 0.0082 0.1681
-0.0219 0.0694 0.0024
0.4110 -0.1803 -0.4818
-0.2917 -0.1602 0.1652
0.0798 0.0646 -0.0647
0.0362 0.0739 0.0378
-0.0033 0.0586 -0.0081
0.0015 0.0497 0.0106
0.0303 -0.0083 0.0104
-0.0670 -0.0353 -0.0159
0.0219 0.0896 -0.0292
0.0243 -0.0277 0.0162
0.0466 -0.0022 0.0209
-0.0107 -0.0244 -0.0100
-0.0289 -0.0329 -0.0388
0.1245 -0.0170 0.0546
0.0044 0.0325 0.0053
-0.1331 0.1748 0.0900
0.0123 -0.1340 0.0919
0.0239 0.0608 -0.0347
0.0300 0.0356 0.0150
-0.0746 -0.0637 0.0215
0.0377 0.0447 0.0165
-0.0996 -0.0248 -0.0729
0.0442 -0.0330 0.0791
-0.0228 -0.0033 -0.0159
-0.0160 -0.0727 -0.0478
0.0353 -0.0137 0.0838
0.0157 -0.0259 -0.0092
0.0099 0.1010 -0.0219
0.0162 0.0200 0.0136
-0.0035 0.0010 0.0105
0.0015 0.0119 0.0007
-0.0048 0.0081 0.0002
-0.0201 -0.0160 -0.0314
-0.0084 0.0178 -0.0043
-0.0567 -0.0139 -0.0099
0.0629 -0.0570 0.1283
-0.0065 0.0169 -0.1046
-0.0124 0.0016 0.0248
0.0357 -0.0403 0.0072
-0.0175 0.1979 -0.0836
0.0065 -0.0058 -0.0139
-0.0072 -0.0086 0.0039
-0.0162 0.0166 -0.0052
0.0002 0.0069 0.0032
-0.0080 0.0015 0.0013
0.0112 -0.0174 -0.0082
0.0870 -0.0472 0.0418
-0.0232 -0.0175 0.0400
-0.0317 -0.0700 0.0412
0.0834 -0.0402 0.0083
-0.0705 0.0470 -0.0466
0.0121 -0.0122 0.0152
0.0303 -0.0252 -0.0307
-0.0355 0.0787 -0.0022
-0.0056 -0.0014 -0.0134
0.0000 -0.0129 0.0056
-0.0175 0.0130 0.0129
0.0029 0.0031 0.0052
-0.0049 -0.0011 0.0064
-0.0015 -0.0025 0.0071
0.0254 -0.0238 -0.0156
0.0009 -0.0125 0.0175

Computed natural (NBO) charges, given in elementary charges: atom 1 (C): -0.60, atom 2 (C): -0.53, atom 3 (C): 0.81, atom 4 (O): -0.54, atom 5 (O): -0.55, atom 6 (C): -0.05, atom 7 (C): -0.83, atom 8 (B): 0.69, atom 9 (C): -0.60, atom 10 (Br): 0.02, atom 11 (C): -0.21, atom 12 (C): -0.65, atom 13 (Br): -0.05, atom 14 (H): 0.21, atom 15 (H): 0.22, atom 16 (H): 0.21, atom 17 (H): 0.24, atom 18 (H): 0.22, atom 19 (H): 0.19, atom 20 (H): 0.17, atom 21 (H): 0.24, atom 22 (H): 0.27, atom 23 (H): -0.07, atom 24 (H): 0.24, atom 25 (H): 0.23, atom 26 (H): 0.23, atom 27 (H): 0.25, atom 28 (H): 0.23, atom 29 (O): -0.57, atom 30 (C): 0.80, atom 31 (O): -0.52, atom 32 (C): -0.07, atom 33 (C): -0.64, atom 34 (C): -0.74, atom 35 (H): 0.18, atom 36 (H): 0.20, atom 37 (H): 0.21, atom 38 (H): 0.22, atom 39 (H): 0.22, atom 40 (H): 0.24, atom 41 (H): 0.25, atom 42 (H): 0.22, atom 43 (O): -0.56, atom 44 (C): 0.80, atom 45 (O): -0.51, atom 46 (C): -0.07, atom 47 (C): -0.64, atom 48 (C): -0.75, atom 49 (H): 0.17, atom 50 (H): 0.20, atom 51 (H): 0.21, atom 52 (H): 0.22, atom 53 (H): 0.22, atom 54 (H): 0.24, atom 55 (H): 0.26, atom 56 (H): 0.21, atom 57 (O): -0.58, atom 58 (C): 0.80, atom 59 (O): -0.50, atom 60 (C): -0.07, atom 61 (C): -0.64, atom 62 (C): -0.74, atom 63 (H): 0.17, atom 64 (H): 0.20, atom 65 (H): 0.21, atom 66 (H): 0.22, atom 67 (H): 0.22, atom 68 (H): 0.25, atom 69 (H): 0.25, atom 70 (H): 0.22


The following is a quantum chemistry calculation of C20H39INOSSbSnTe4 as an isolated structure at a distorted geometry, from the OMol25 dataset.

Values from the calculation:
Kohn-Sham gap: 5.16 eV
Lowest unoccupied orbital energy: -7.84 eV
Highest occupied orbital energy: -13.0 eV
Net charge: +2
DFT total energy: -3137.4162 Eh
Spin multiplicity: 1

Element x y z (Å)
Sn -0.347 -1.141 1.641
Te 0.740 -1.471 4.327
Te 0.832 -3.716 2.902
Te -1.700 -4.370 2.845
Te -2.777 -2.208 1.661
C -5.070 1.033 2.291
C -4.484 2.407 1.974
C -3.294 2.355 1.010
S -1.946 1.368 1.711
O -1.159 0.784 0.492
C -0.874 2.642 2.400
C -0.241 3.556 1.357
C 1.008 4.254 1.888
H -5.977 1.134 2.885
H -4.371 0.427 2.866
H -5.336 0.508 1.370
H -4.182 2.907 2.898
H -5.256 3.022 1.509
H -2.905 3.342 0.768
H -3.545 1.838 0.088
H -0.114 2.084 2.953
H -1.500 3.181 3.117
H -0.960 4.305 1.023
H 0.010 2.944 0.494
H 0.753 4.942 2.694
H 1.482 4.827 1.094
H 1.731 3.531 2.271
I 6.127 -4.065 0.461
C 4.922 -2.460 1.070
C 5.453 -1.359 1.724
C 4.596 -0.338 2.104
C 3.246 -0.465 1.825
N 2.731 -1.517 1.184
C 3.557 -2.494 0.818
H 6.512 -1.301 1.934
H 4.979 0.539 2.607
H 2.536 0.296 2.131
H 3.122 -3.352 0.317
C -2.508 -2.160 -2.515
C -1.769 -0.834 -2.472
C -2.685 0.322 -2.117
Sb 0.039 -0.847 -1.229
C 1.323 -2.559 -1.930
C 0.823 -3.820 -1.260
C 1.255 -2.572 -3.445
C 0.904 1.090 -1.680
C 1.013 1.283 -3.187
C 2.242 1.239 -0.973
H -3.332 -2.076 -3.227
H -2.940 -2.406 -1.545
H -1.875 -2.985 -2.843
H -1.286 -0.638 -3.435
H -3.325 0.037 -1.281
H -3.320 0.571 -2.969
H -2.126 1.214 -1.834
H 2.322 -2.294 -1.583
H -0.168 -4.105 -1.616
H 0.789 -3.705 -0.173
H 1.504 -4.648 -1.474
H 0.248 -2.758 -3.821
H 1.895 -3.375 -3.823
H 1.619 -1.641 -3.879
H 0.165 1.775 -1.278
H 1.751 0.615 -3.633
H 1.342 2.305 -3.385
H 0.058 1.146 -3.695
H 2.953 0.486 -1.318
H 2.121 1.154 0.106
H 2.666 2.222 -1.190

Forces on the atoms, in the same order (eV/Å):
1.3153 -0.1473 -0.5224
-0.4574 0.8750 -0.8009
0.8888 -0.4715 -0.3279
-1.0086 -0.9390 0.4184
-0.7099 -0.0721 -0.1473
0.0253 0.1674 -0.0530
0.0686 -0.1810 0.0446
-0.0781 -0.0100 0.2409
-0.4488 0.8715 -0.2056
-0.3448 0.2597 1.4261
-0.0290 0.1232 -0.1286
-0.0311 -0.0199 0.0024
-0.1528 -0.0308 0.0381
-0.0001 0.0112 -0.0046
-0.0130 -0.1207 -0.0185
0.0199 -0.0628 0.0372
-0.0838 0.0891 -0.0238
0.1113 0.1408 0.0006
0.0155 0.0058 -0.0539
-0.0476 -0.0846 -0.0798
-0.0315 0.0255 0.0563
0.0427 -0.0511 0.1002
-0.0126 -0.0146 -0.0038
0.1259 0.0002 -0.1471
0.0643 0.0054 0.0290
0.0248 0.0223 0.0275
0.0317 0.0120 -0.0133
-0.2174 0.2848 0.1039
0.2002 -0.2945 -0.1249
0.0284 -0.0347 -0.0303
-0.0336 0.0439 -0.0072
0.1643 -0.1458 -0.1132
-0.1359 0.2233 0.1415
0.0705 -0.0520 0.0271
0.0060 0.0160 0.0010
-0.0451 -0.0001 0.0413
0.1131 0.0756 0.0314
-0.0188 0.0187 -0.0018
0.0375 -0.0409 -0.0764
0.2135 -0.1597 0.2281
0.1450 0.0917 0.0955
0.7728 -0.9117 -0.0575
-0.7020 1.0120 0.1502
0.1078 -0.0947 0.0944
0.2036 -0.1194 -0.1610
0.1353 -0.3771 -0.1713
-0.0130 -0.0164 -0.0168
-0.1744 0.1317 -0.0359
0.0130 -0.0149 -0.0245
0.0460 -0.0393 0.0032
-0.0275 -0.0231 0.0300
0.0286 -0.0508 -0.0003
-0.0444 0.0424 0.0249
-0.0254 -0.0628 -0.0019
-0.0936 0.1050 -0.0701
-0.0256 0.0427 -0.0085
-0.0072 -0.0085 0.0451
-0.0682 -0.0523 -0.0427
-0.0252 -0.0129 -0.0600
-0.0076 -0.0191 0.0381
-0.0412 0.0062 -0.0326
-0.0021 -0.0319 -0.0370
-0.0535 0.0542 0.0947
-0.0163 0.0008 -0.0115
0.0061 -0.0071 -0.0122
0.0305 0.0177 -0.0579
0.0527 0.0031 0.0964
0.1083 -0.0043 0.0269
0.0101 0.0005 -0.0091

Computed natural (NBO) charges, given in elementary charges: atom 1 (Sn): 0.72, atom 2 (Te): 0.08, atom 3 (Te): 0.13, atom 4 (Te): 0.15, atom 5 (Te): -0.18, atom 6 (C): -0.62, atom 7 (C): -0.41, atom 8 (C): -0.57, atom 9 (S): 1.22, atom 10 (O): -1.05, atom 11 (C): -0.58, atom 12 (C): -0.42, atom 13 (C): -0.60, atom 14 (H): 0.25, atom 15 (H): 0.21, atom 16 (H): 0.21, atom 17 (H): 0.21, atom 18 (H): 0.25, atom 19 (H): 0.25, atom 20 (H): 0.25, atom 21 (H): 0.24, atom 22 (H): 0.26, atom 23 (H): 0.22, atom 24 (H): 0.21, atom 25 (H): 0.23, atom 26 (H): 0.24, atom 27 (H): 0.20, atom 28 (I): 0.23, atom 29 (C): -0.18, atom 30 (C): -0.18, atom 31 (C): -0.22, atom 32 (C): 0.03, atom 33 (N): -0.49, atom 34 (C): -0.02, atom 35 (H): 0.25, atom 36 (H): 0.24, atom 37 (H): 0.19, atom 38 (H): 0.21, atom 39 (C): -0.64, atom 40 (C): -0.49, atom 41 (C): -0.63, atom 42 (Sb): 1.44, atom 43 (C): -0.46, atom 44 (C): -0.65, atom 45 (C): -0.65, atom 46 (C): -0.51, atom 47 (C): -0.64, atom 48 (C): -0.62, atom 49 (H): 0.24, atom 50 (H): 0.22, atom 51 (H): 0.22, atom 52 (H): 0.23, atom 53 (H): 0.20, atom 54 (H): 0.25, atom 55 (H): 0.21, atom 56 (H): 0.23, atom 57 (H): 0.22, atom 58 (H): 0.21, atom 59 (H): 0.24, atom 60 (H): 0.21, atom 61 (H): 0.25, atom 62 (H): 0.22, atom 63 (H): 0.23, atom 64 (H): 0.22, atom 65 (H): 0.25, atom 66 (H): 0.21, atom 67 (H): 0.22, atom 68 (H): 0.20, atom 69 (H): 0.24